1.
19
Properties=species:S:1:pos:R:3:mulliken_charge:R:1 method="wB97M-V/def2-TZVPD" gap_ev=5.134 homo_ev=-8.2 spin_multiplicity=1
H 2.047 1.434 -1.864 0.335
H 2.981 0.349 -0.732 0.306
H -1.821 -1.782 -0.017 0.278
H -0.335 1.308 0.855 0.295
H -2.410 -1.021 1.428 0.372
H 0.029 -1.533 2.173 0.313
C 0.532 1.785 0.221 -0.842
C 0.907 -0.555 0.662 0.562
H -0.606 -2.273 -1.943 0.024
H 0.031 -1.868 -2.112 -0.028
H 1.451 2.261 0.725 0.301
H 1.915 -0.331 -2.123 0.200
H 0.175 2.412 -0.614 0.366
N 0.823 0.464 -0.425 0.209
C -0.230 -0.890 1.257 -0.424
O 1.971 -1.292 0.517 -0.632
C -1.620 -0.936 0.654 -0.630
C 1.977 0.429 -1.300 -0.840
S -2.149 0.571 -0.369 -0.168

=====

2.
19
Properties=species:S:1:pos:R:3:mulliken_charge:R:1 method="wB97M-V/def2-TZVPD" gap_ev=9.411 homo_ev=-8.8 smiles="CCC1=CC1.NSO" spin_multiplicity=1
S -0.927 -2.127 0.326 0.078
H 0.582 -2.677 -1.400 0.214
C -0.230 1.108 -1.925 -0.459
H -0.191 -3.206 1.795 0.291
H 0.415 3.437 -2.055 0.448
H 1.628 1.645 1.110 0.244
H -0.085 0.640 2.523 0.281
C -0.441 1.167 1.620 -0.986
H 1.160 0.006 0.493 0.226
C 0.381 1.605 -0.665 0.055
N -0.045 -3.077 -0.658 -0.362
H -1.506 0.746 1.385 0.225
C 0.325 2.522 -1.611 -0.467
H 0.318 0.345 -2.664 0.125
H -0.004 -4.044 -0.600 0.210
H -0.766 2.323 1.917 0.288
C 0.724 1.049 0.720 -0.110
H -1.363 0.844 -2.041 0.136
O 0.024 -2.305 1.729 -0.436

=====

3.
19
Properties=species:S:1:pos:R:3:mulliken_charge:R:1 method="wB97M-V/def2-TZVPD" gap_ev=9.065 homo_ev=-8.5 smiles="CN[C@H](C=O)CCS" spin_multiplicity=1
H 0.657 2.196 -2.283 0.336
C -1.318 0.717 0.464 0.006
C 0.095 0.828 0.192 0.120
H 0.317 3.752 -1.443 0.335
H 2.045 -0.138 0.213 0.339
C 1.133 -0.094 0.842 -0.664
H 0.281 0.234 -0.915 0.126
H -1.786 1.708 0.596 0.409
C 0.154 2.677 -1.457 -0.971
H -0.843 -1.437 -0.658 0.186
O -2.009 -0.288 0.482 -0.552
H 1.421 0.314 1.837 0.381
H -0.353 -1.515 1.523 0.352
C 0.599 -1.522 1.014 -0.755
H -0.944 2.548 -1.569 0.305
S 0.291 -2.180 -0.614 -0.241
H 1.520 2.258 0.014 0.272
H 1.316 -2.192 1.532 0.401
N 0.546 2.141 -0.169 -0.384

=====

4.
19
Properties=species:S:1:pos:R:3:mulliken_charge:R:1 method="wB97M-V/def2-TZVPD" gap_ev=9.966 homo_ev=-9.2 spin_multiplicity=1
H -0.484 0.185 -0.168 0.673
H 3.646 0.432 0.268 0.462
H 2.577 0.228 1.699 0.295
H -3.399 0.553 -0.983 0.318
C 0.412 -0.396 0.040 -1.496
H 0.276 -1.376 -0.356 0.343
H 3.123 -1.108 0.609 0.283
N -2.609 0.627 -0.411 -0.556
C 1.997 0.523 -1.653 -1.064
O -3.757 -1.648 -0.103 -0.569
H -3.754 0.534 1.599 0.299
C 1.749 0.140 -0.402 0.906
H 3.003 0.718 -2.055 0.256
H -1.999 0.942 1.434 0.324
H 0.336 -0.420 1.086 0.448
S -2.434 -1.084 0.096 0.505
C 2.828 -0.048 0.622 -1.408
H 1.278 0.695 -2.356 0.360
C -2.788 0.504 1.033 -0.380

=====

5.
19
Properties=species:S:1:pos:R:3:mulliken_charge:R:1 method="wB97M-V/def2-TZVPD" gap_ev=9.534 homo_ev=-8.8 smiles="C/C=C/C.O=C=S.N" spin_multiplicity=1
H 0.705 -0.395 2.859 0.335
H 0.394 -1.381 1.113 0.177
C 0.155 0.830 1.229 -0.133
S -2.597 -1.219 0.177 -0.357
H 0.766 1.861 -1.808 0.399
H -0.582 2.601 -1.223 0.258
C -2.647 0.265 -0.180 0.746
H -0.903 -0.699 2.328 0.247
O -2.765 1.407 -0.455 -0.397
H 0.285 1.637 1.814 0.529
H 0.741 -3.295 -1.773 0.220
C 0.353 2.175 -0.955 -1.175
N 1.116 -2.430 -1.336 -0.676
H 0.381 -0.108 -0.496 0.271
H 1.781 -2.761 -0.654 0.237
C 0.294 0.894 -0.092 -0.159
C 0.084 -0.529 1.901 -1.011
H 1.592 -1.930 -2.043 0.210
H 0.848 3.078 -0.408 0.278

=====

6.
19
Properties=species:S:1:pos:R:3:mulliken_charge:R:1 method="wB97M-V/def2-TZVPD" gap_ev=9.409 homo_ev=-8.7 smiles=CN1C[C@]1(CO)CS spin_multiplicity=1
H 2.181 -0.209 1.594 0.343
C -0.291 -0.151 0.343 1.181
H 0.387 0.928 2.180 0.454
H 1.487 -1.284 -0.366 0.340
H -1.515 -0.763 1.985 0.342
C -1.658 -0.307 0.978 -0.866
N -0.187 -0.171 -1.128 -0.362
H 0.532 1.827 0.706 0.314
C 0.390 -1.301 -0.386 -0.684
C 0.639 0.809 1.115 -1.085
H 1.607 0.893 -1.209 0.288
O 2.023 0.538 1.008 -0.528
S -2.921 -1.251 0.137 -0.283
H -2.061 0.693 1.210 0.364
C 0.678 0.782 -1.816 -0.765
H -0.059 -2.251 -0.549 0.239
H -2.308 -0.973 -1.091 0.180
H 0.927 0.417 -2.831 0.277
H 0.152 1.775 -1.881 0.253

=====

7.
18
Properties=species:S:1:pos:R:3:mulliken_charge:R:1 method="wB97M-V/def2-TZVPD" gap_ev=8.314 homo_ev=-9.4 spin_multiplicity=1
H -0.374 -0.328 -0.775 0.550
N 1.016 -0.556 -2.986 -0.257
H 1.112 -0.364 1.833 0.225
H -0.225 2.166 0.228 0.259
H -0.922 0.513 2.045 0.354
C -1.217 0.469 1.002 -0.568
C 1.078 -0.769 0.821 -0.484
C -0.003 -1.821 0.673 -0.695
H -2.237 -0.189 1.109 0.224
C -0.221 -0.380 0.238 -0.261
H 2.940 0.788 -3.748 0.140
C -1.319 1.792 0.233 -1.111
H 1.920 -0.867 0.201 0.200
H -1.828 1.664 -0.758 0.311
H -1.783 2.437 0.900 0.392
S 2.327 -0.001 -2.590 0.111
H -0.428 -2.072 1.651 0.244
H 0.165 -2.481 -0.077 0.367